(1)
Entry from the Open Molecules 2025 dataset: a structure of composition C18H17ClCrN5O3S (wB97M-V/def2-TZVPD).

Net charge: -1
Expectation value of S²: 6.02
LUMO level (alpha / beta), eV: 2.5 / 2.5
Multiplicity: 5
Kohn-Sham gap (alpha / beta), eV: 6.44 / 7.11
ΔE to the lowest compared entry with this formula, charge and spin, kJ/mol: 25.7

The geometry in XYZ format:
```
46
Properties=species:S:1:pos:R:3:forces:R:3:mulliken_charge:R:1
Cr 0.152252 1.291800 0.879047 -0.2 -0.1 0.1 0.312
N 0.488376 1.167129 5.296431 -0.1 0.0 0.0 -0.498
C 0.536795 1.335267 3.923406 0.0 0.0 -0.2 0.475
S -0.922025 0.976771 3.035842 0.1 0.0 0.1 -0.617
N 1.655929 1.781972 3.453036 0.0 0.0 0.0 -1.111
N 1.662037 1.987162 2.077565 0.1 0.0 0.0 0.886
C 2.735304 2.542988 1.644899 0.1 0.0 0.2 -0.450
C 3.034964 2.913314 0.283787 0.0 0.0 -0.1 0.331
C 4.291584 3.486710 0.038200 0.0 0.0 0.1 -0.601
C 4.677975 3.910076 -1.211680 0.0 0.0 -0.1 -0.687
C 3.773953 3.763940 -2.272331 0.0 0.0 0.1 -0.371
C 2.533892 3.209081 -2.068202 0.0 0.0 -0.1 -0.648
C 2.115834 2.755292 -0.792115 -0.1 0.0 0.1 0.749
O 0.940703 2.242242 -0.652057 0.0 0.0 -0.2 -0.364
H -0.177936 0.474442 5.594614 0.0 0.0 0.0 0.238
H 1.399094 1.094784 5.723514 0.0 0.0 0.0 0.246
H 3.489695 2.766710 2.400363 0.0 0.0 -0.1 0.272
H 4.971220 3.592491 0.878204 0.0 0.0 0.0 0.296
H 5.656256 4.343192 -1.372343 0.0 0.0 0.0 0.377
H 4.055092 4.088146 -3.267882 0.0 0.0 0.0 0.339
H 1.832455 3.085386 -2.883639 0.0 0.0 0.0 0.384
C -4.112082 -0.807418 -1.880585 0.0 0.0 0.1 -0.843
N -2.740955 -0.376649 -2.137970 0.1 0.0 0.0 -0.070
C -1.912705 -1.306988 -2.921577 0.0 0.0 -0.1 -0.935
C -2.114316 0.243928 -1.147240 -0.1 -0.2 0.0 0.404
N -1.546897 0.781502 -0.304129 0.1 0.2 -0.1 -0.171
H -4.498987 -1.241864 -2.800309 0.0 0.0 0.0 0.325
H -4.723659 0.051980 -1.613786 0.0 0.0 0.0 0.331
H -4.165122 -1.554740 -1.082548 0.0 0.0 0.0 0.250
H -2.322473 -1.358005 -3.930405 0.0 0.0 0.0 0.351
H -1.910597 -2.301165 -2.470759 0.0 0.0 0.0 0.275
H -0.887575 -0.943378 -2.961029 0.0 0.0 0.0 0.371
Cl -4.173119 -5.185704 0.893584 0.0 0.0 0.0 -0.266
C -2.758391 -4.208298 0.565155 0.1 0.0 0.0 0.491
C -2.513734 -3.085876 1.337984 0.0 0.0 0.0 -0.819
C -1.393769 -2.307807 1.066163 0.0 0.0 0.0 0.203
C -0.542765 -2.630904 0.016185 0.0 0.0 0.1 -0.149
C -0.795555 -3.779581 -0.726013 -0.1 0.0 0.0 -0.554
C -1.899428 -4.578325 -0.457569 0.0 0.0 0.0 -0.383
C 0.626912 -1.717200 -0.374039 0.0 0.1 -0.1 0.282
O 1.189181 -1.986801 -1.442919 0.0 0.0 0.0 -0.754
O 0.868611 -0.762933 0.416683 0.0 -0.1 0.0 -0.588
H -3.185339 -2.827476 2.146372 0.0 0.0 0.0 0.430
H -1.173185 -1.436667 1.669136 0.0 0.1 0.0 0.398
H -0.116802 -4.016546 -1.535220 0.0 0.0 0.0 0.453
H -2.100698 -5.471980 -1.033826 0.0 0.0 0.0 0.409
```
Forces are in eV/Å.

(2)
Entry from the Open Molecules 2025 dataset: a cluster of 2 separate species, C18H17ClN2O3 in total at a distorted geometry (wB97M-V/def2-TZVPD).

LUMO level, eV: -1.6
SMILES string: C[C@H](Cl)Cc1cccc2c1C(=O)c1ccccc1C2=O.NC(N)=O
Kohn-Sham gap, eV: 7.30
ΔE to the lowest compared entry with this formula, charge and spin, kJ/mol: 1939.9

The geometry in XYZ format:
```
41
Properties=species:S:1:pos:R:3:forces:R:3:mulliken_charge:R:1
C 3.140295 1.416952 -0.105523 1.1 -0.4 -0.1 -0.848
C 1.781445 1.146292 -0.984914 0.5 0.3 1.1 0.407
Cl 2.201884 1.551753 -2.777091 -0.5 -0.5 1.8 -0.185
C 0.474767 2.057459 -0.484195 0.1 -1.2 -0.1 -0.427
C 0.178052 1.626688 1.072621 -1.0 -0.8 2.7 0.166
C 0.532222 2.646305 2.329233 -1.7 -4.4 1.0 -0.415
C 0.241163 2.123732 3.879062 -0.6 -1.9 -3.5 -0.345
C -0.393856 0.613056 4.170116 0.6 1.2 -3.6 -0.574
C -0.753988 -0.391511 2.925329 1.5 3.0 -0.6 0.250
C -0.465978 0.148586 1.368781 0.5 1.3 2.3 0.348
C -0.882099 -0.927174 0.157530 -2.0 0.8 -3.1 0.074
O -1.539265 -0.589686 -0.954752 4.2 -1.9 6.6 -0.516
C -0.446914 -2.509958 0.478571 0.7 -1.9 0.3 0.248
C 0.216930 -3.420002 -0.713292 -0.8 -1.4 4.5 -0.366
C 0.631244 -4.983933 -0.307149 -1.9 3.0 2.6 -0.376
C 0.332316 -5.530199 1.215265 -0.4 3.0 -1.1 -0.300
C -0.335825 -4.595734 2.427269 0.5 2.0 -4.3 -0.524
C -0.728240 -3.050451 2.036216 1.4 -1.9 -2.1 0.385
C -1.365996 -1.937301 3.109491 -3.2 -0.9 2.8 0.235
O -2.317804 -2.243672 4.014248 6.3 1.9 -5.6 -0.510
H 2.963474 1.918697 0.938031 0.0 -1.1 -2.0 0.216
H 3.663729 0.356475 0.057197 -1.1 2.4 -0.2 0.263
H 3.947441 2.091399 -0.669696 -2.1 -1.5 1.0 0.287
H 1.558145 -0.021657 -0.903975 0.2 2.7 -0.4 0.020
H 0.639162 3.210072 -0.628713 0.0 -2.3 0.6 0.418
H -0.411236 1.751589 -1.196353 1.7 0.6 1.7 -0.129
H 1.009310 3.699641 2.095748 -1.1 -2.4 0.6 0.316
H 0.507049 2.879011 4.759589 -0.7 -2.0 -2.0 0.275
H -0.548789 0.292847 5.288179 0.2 0.6 -2.6 0.316
H 0.417272 -2.954145 -1.782865 -0.6 -1.1 2.6 0.349
H 1.130900 -5.629218 -1.166737 -1.2 1.3 2.3 0.290
H 0.656363 -6.646580 1.444978 -0.8 2.7 -0.4 0.275
H -0.521929 -5.014344 3.508891 0.4 0.9 -2.5 0.329
C -1.487612 2.362157 -4.336150 0.8 -0.5 0.0 0.678
O -0.422029 1.766693 -4.362110 -0.2 0.0 -0.1 -0.604
N -1.772832 3.379237 -5.169077 0.1 1.2 -1.2 -0.413
N -2.471837 2.054577 -3.472247 -0.8 -0.6 1.1 -0.360
H -2.644389 3.881635 -5.162843 0.2 -0.1 0.0 0.152
H -1.058816 3.642867 -5.835430 -0.3 -0.1 0.3 0.234
H -2.297853 1.294589 -2.827492 -0.1 0.2 -0.2 0.208
H -3.355876 2.533260 -3.435739 0.2 -0.1 0.0 0.156
```
Forces are in eV/Å.

(3)
Entry from the Open Molecules 2025 dataset: the molecule C18H17ClN2O6S (wB97M-V/def2-TZVPD).

LUMO level, eV: 0.3
SMILES string: COc1ccccc1NC(=O)CCS(=O)(=O)c1cc2c(cc1Cl)NC(=O)CO2
Kohn-Sham gap, eV: 8.84
ΔE to the lowest compared entry with this formula, charge and spin, kJ/mol: 0.0

The geometry in XYZ format:
```
45
Properties=species:S:1:pos:R:3:forces:R:3:mulliken_charge:R:1
C 0.851283 4.750186 -0.516500 -0.1 0.3 0.0 -0.994
H 1.298092 5.277279 -1.364940 0.0 0.0 0.0 0.359
O 1.307158 3.420573 -0.436668 0.1 -0.5 -0.2 -0.414
C 1.001130 2.564402 -1.460585 0.0 -0.1 0.0 1.108
C 0.351570 2.918897 -2.630640 0.0 0.2 0.2 -0.499
C 0.104942 1.963276 -3.606870 -0.1 -0.1 -0.1 -0.852
C 0.509998 0.655716 -3.423919 -0.1 0.1 -0.1 -0.932
C 1.155810 0.285105 -2.254240 0.1 0.0 0.0 -0.486
C 1.395235 1.225367 -1.266131 0.0 0.1 -0.1 0.201
N 1.999520 0.929713 -0.039422 0.0 0.7 -0.1 0.040
C 2.180942 -0.287831 0.533096 0.4 -0.1 0.3 0.440
O 2.008617 -1.343535 -0.034647 0.1 -0.2 -0.1 -0.610
C 2.657011 -0.205960 1.981653 0.0 -0.3 -0.1 -1.068
C 1.710470 0.550261 2.894467 -0.6 -0.5 -0.1 -0.750
H 2.136295 0.677103 3.888073 -0.1 0.0 0.1 0.520
H 1.393022 1.516940 2.514259 0.0 0.1 0.0 0.454
S 0.191998 -0.432442 3.188937 -0.2 0.5 0.2 1.401
O 0.587339 -1.709374 3.707429 0.3 -0.4 -0.2 -0.713
O -0.700773 0.362655 3.985685 0.1 0.2 -0.1 -0.669
C -0.540817 -0.699923 1.564220 0.3 0.1 0.6 -0.244
C -0.583252 -1.991881 1.075327 -0.2 -0.2 -0.3 -0.926
C -1.077326 -2.241355 -0.196036 -0.2 0.7 0.4 0.610
C -1.507793 -1.161297 -0.983047 0.1 -0.3 0.4 0.215
C -1.502735 0.128049 -0.473466 0.1 -0.1 0.3 -0.445
C -1.021325 0.354106 0.807105 -0.1 -0.2 -0.3 0.020
Cl -0.999238 1.951897 1.430042 -0.2 0.6 -0.2 -0.090
H -1.838363 0.952648 -1.082001 0.0 0.1 -0.1 0.471
N -1.880927 -1.404347 -2.299116 0.0 0.4 -0.1 -0.094
C -1.990208 -2.652748 -2.826322 0.1 -0.1 0.2 0.380
O -2.199829 -2.849541 -3.998025 -0.1 -0.2 -0.2 -0.634
C -1.905880 -3.767185 -1.790898 -0.3 -0.3 -0.2 -0.391
H -2.935332 -3.973610 -1.454058 0.2 0.0 -0.1 0.255
O -1.079610 -3.507134 -0.672236 0.3 0.0 -0.1 -0.478
H -1.512188 -4.669226 -2.264456 -0.1 0.2 0.0 0.310
H -1.973441 -0.614027 -2.924977 0.0 -0.2 0.0 0.275
H -0.197931 -2.794329 1.681821 0.1 -0.2 0.0 0.554
H 3.645379 0.261994 1.996490 0.0 0.0 0.0 0.488
H 2.751866 -1.228354 2.353176 0.1 0.1 -0.1 0.373
H 2.164776 1.757318 0.517973 0.0 -0.2 0.0 0.289
H 1.469993 -0.732281 -2.095795 0.0 -0.1 0.0 0.510
H 0.332565 -0.082386 -4.191270 0.0 -0.1 -0.1 0.520
H -0.400600 2.256192 -4.514642 0.0 0.0 -0.1 0.405
H 0.033384 3.935648 -2.796165 0.0 0.1 0.0 0.434
H 1.168596 5.225583 0.410124 0.0 0.0 -0.1 0.269
H -0.239161 4.791711 -0.588026 0.0 0.0 0.0 0.386
```
Forces are in eV/Å.

(4)
Entry from the Open Molecules 2025 dataset: a structure of composition C18H17F6HgN4O9S2 (wB97M-V/def2-TZVPD).

Net charge: -2
Expectation value of S²: 0.77
LUMO level (alpha / beta), eV: 4.8 / 4.7
Multiplicity: 2
Kohn-Sham gap (alpha / beta), eV: 4.90 / 8.10
ΔE to the lowest compared entry with this formula, charge and spin, kJ/mol: 13.4

The geometry in XYZ format:
```
57
Properties=species:S:1:pos:R:3:forces:R:3:mulliken_charge:R:1
Hg -0.093428 -0.481010 0.204582 -0.3 -0.1 0.5 2.788
O -2.643070 1.309543 1.724259 0.1 0.1 0.3 -0.680
C -2.147252 0.553712 2.816613 -0.1 0.1 -0.1 0.076
C -2.583583 -0.903506 2.741509 0.0 0.1 0.0 -1.350
N -1.635141 -1.719749 1.976944 -0.1 -0.2 0.1 0.821
C -0.732281 -2.473607 2.828506 -0.1 0.0 -0.1 -0.813
C 0.582768 -2.921271 2.160464 0.0 0.2 0.1 0.184
O 1.143436 -3.890916 2.675200 0.0 0.0 -0.1 -0.824
O 1.022535 -2.202200 1.209648 0.1 -0.1 -0.2 -0.710
C -2.323624 -2.555890 0.998669 0.1 0.1 -0.1 -0.865
C -3.032583 -1.666394 -0.041564 -0.1 0.1 0.2 0.381
O -4.134685 -2.018815 -0.459166 0.1 0.0 -0.1 -0.813
O -2.409314 -0.587893 -0.339964 -0.1 -0.1 -0.3 -0.750
H -2.456744 0.813313 0.905476 -0.1 0.0 0.0 0.346
H -2.537579 1.026094 3.721519 0.0 0.0 0.0 0.433
H -1.051788 0.595976 2.851742 -0.1 0.0 0.1 -0.158
H -3.550948 -0.916987 2.235428 -0.1 0.0 0.1 0.535
H -2.734597 -1.321630 3.746922 0.0 0.0 0.0 0.466
H -1.212425 -3.366453 3.251521 0.0 0.0 0.0 0.307
H -0.433101 -1.832077 3.663852 0.0 0.0 0.0 0.456
H -3.062394 -3.220502 1.463119 0.0 0.0 0.0 0.246
H -1.581171 -3.161669 0.472221 0.0 0.0 0.0 0.495
C 2.469409 1.572040 3.467326 0.0 0.1 0.0 -1.162
C 2.622494 2.882207 2.955900 0.0 -0.1 0.0 -0.225
C 2.001981 3.227479 1.790237 0.0 0.1 0.0 -1.295
C 1.183952 2.288809 1.099426 -0.1 -0.1 0.0 1.015
N 1.049033 1.022947 1.619903 0.2 0.3 0.0 0.209
C 1.685896 0.699823 2.742169 0.0 -0.1 0.0 -0.151
C 0.486207 2.600636 -0.106712 -0.1 -0.1 0.1 0.216
C 0.663576 3.821593 -0.815372 0.0 0.0 0.0 -1.422
C -0.024895 4.055719 -1.972093 0.0 0.0 0.1 -0.280
C -0.925881 3.086175 -2.460666 0.0 0.1 0.0 -1.153
C -1.053967 1.919251 -1.737835 -0.1 -0.1 0.0 -0.348
N -0.388570 1.670639 -0.611781 0.3 0.0 0.0 0.596
H 2.953263 1.252780 4.380000 0.0 0.0 0.0 0.413
H 3.233222 3.607000 3.482779 0.0 0.0 0.0 0.376
H 2.117868 4.228021 1.396661 0.0 0.0 0.0 0.258
H 1.564660 -0.331225 3.062512 0.0 0.0 0.0 0.198
H 1.371746 4.554441 -0.454363 0.0 0.0 0.0 0.267
H 0.126686 4.982899 -2.513664 0.0 0.0 0.0 0.389
H -1.484719 3.236226 -3.373908 0.0 0.0 0.0 0.397
H -1.735224 1.134093 -2.050265 0.1 0.0 0.0 0.412
F -1.783682 -2.684094 -4.092670 -0.1 0.0 0.0 -0.238
C -0.589864 -2.096249 -4.115822 0.1 0.0 0.1 0.653
F -0.040796 -2.314691 -5.318742 0.0 0.0 -0.1 -0.262
F -0.758948 -0.785570 -3.968390 0.0 0.1 0.0 -0.161
S 0.475689 -2.793454 -2.788368 0.1 0.1 0.0 0.901
O -0.140896 -2.333999 -1.570379 0.2 -0.2 -0.3 -0.592
O 0.472788 -4.195593 -3.071673 0.0 0.0 0.0 -0.703
N 1.883301 -2.177665 -3.137569 -0.1 0.0 0.3 -0.591
S 2.589413 -0.964530 -2.422348 -0.2 0.0 0.0 0.977
O 1.744325 -0.135116 -1.597318 0.3 -0.2 -0.2 -0.405
O 3.898195 -1.303308 -1.955876 0.0 0.0 0.0 -0.709
C 2.915702 0.095594 -3.887813 -0.1 -0.1 0.0 0.537
F 3.549264 1.204586 -3.504827 0.1 0.2 0.0 -0.231
F 1.786321 0.448621 -4.497833 -0.1 0.1 -0.1 -0.221
F 3.689406 -0.534153 -4.778146 0.1 0.0 -0.1 -0.238
```
Forces are in eV/Å.